Version i
DFT (ωB97M-V with the def2-TZVPD basis set) results for 2 unconnected molecules or ions with the total composition C5H5N.

Results
Frontier orbital gap: 0.3743 Eh
Lowest unoccupied orbital energy: 0.039 hartree
HOMO level: -9.11 eV

XYZ file:
```
11
C5H5N | OMol25 | ωB97M-V with the def2-TZVPD basis set
C -0.235 -1.811 -0.630
C 0.214 -0.677 -0.544
C -1.488 0.483 1.584
C 0.751 0.633 -0.352
C 1.873 1.002 -0.900
N -2.464 -0.094 1.869
H 0.060 1.370 0.034
H 2.444 0.288 -1.534
H 2.330 2.065 -0.967
H -0.410 -2.757 -1.123
H -3.074 -0.502 2.562
```



Version ii
DFT (ωB97M-V with the def2-TZVPD basis set) results for a single C5H5N molecule.

Results
Frontier orbital gap: 0.3727 Eh
Lowest unoccupied orbital energy: 0.004 hartree
Structure (SMILES): C=CC(=C)C#N
HOMO level: -10.04 eV

XYZ file:
```
11
C5H5N | OMol25 | ωB97M-V with the def2-TZVPD basis set
C -1.612 2.060 0.222
C 0.439 -1.152 -1.387
C 0.658 1.842 0.749
C -0.148 0.107 -1.126
C -0.426 1.387 0.099
N -2.508 2.744 0.353
H 0.980 -1.710 -0.546
H 0.508 -1.528 -2.349
H 1.591 1.212 0.537
H 0.671 2.453 1.597
H -0.701 0.682 -1.835
```



Version iii
DFT (ωB97M-V with the def2-TZVPD basis set) results for a single C5H5N molecule.

Results
Frontier orbital gap: 0.4022 Eh
Lowest unoccupied orbital energy: 0.021 hartree
Structure (SMILES): CCC#CC#N
HOMO level: -10.36 eV

XYZ file:
```
11
C5H5N | OMol25 | ωB97M-V with the def2-TZVPD basis set
C 1.588 0.084 -0.828
C 0.053 -0.013 -0.934
C -0.716 0.327 0.260
C -1.395 0.340 1.259
C -2.156 -0.029 2.350
N -2.775 -0.492 3.215
H 1.934 0.052 0.208
H 1.973 1.000 -1.285
H 2.050 -0.758 -1.353
H -0.238 -1.057 -1.095
H -0.320 0.546 -1.796
```



Name the least stable of them. version i.



Version i
DFT (ωB97M-V with the def2-TZVPD basis set) results for a single C6H7NS molecule.

Results
Frontier orbital gap: 0.3362 Eh
Lowest unoccupied orbital energy: 0.025 hartree
Structure (SMILES): C#C[C@@]1(C)C=NSC1
HOMO level: -8.46 eV

XYZ file:
```
15
C6H7NS | OMol25 | ωB97M-V with the def2-TZVPD basis set
C -0.361 -0.933 -1.256
C 0.022 -0.118 -0.048
C -1.254 -0.218 1.009
C 1.312 -0.527 0.713
C 0.447 1.237 -0.342
C 0.892 2.352 -0.671
H -0.414 -2.009 -1.016
H -1.375 -0.554 -1.652
H 0.366 -0.640 -2.142
H -1.959 0.655 0.839
H -1.775 -1.060 0.802
H 2.294 -0.450 0.133
H 1.012 3.337 -0.924
N 1.185 -0.698 2.009
S -0.390 -0.374 2.547
```



Version ii
DFT (ωB97M-V with the def2-TZVPD basis set) results for a single C6H7NS molecule.

Results
Frontier orbital gap (spin up / spin down): 0.2696 / 0.2357 Eh
Lowest unoccupied orbital energy (spin up / spin down): -0.011 / -0.037 hartree
HOMO level (spin up / spin down): -7.63 / -7.43 eV

XYZ file:
```
15
C6H7NS | OMol25 | ωB97M-V with the def2-TZVPD basis set
C -0.855 -0.908 -0.600
C -0.092 -1.781 -1.324
C 2.336 -0.490 -0.583
C 2.775 0.436 0.214
C -2.240 1.225 0.876
C -0.890 1.030 0.705
N -0.252 -0.095 0.159
S 1.614 -1.901 -1.135
H -1.934 -1.057 -0.619
H -0.721 -2.574 -1.653
H 2.730 1.471 -0.040
H 3.277 0.209 1.126
H -2.600 2.142 1.347
H -2.974 0.601 0.338
H -0.175 1.691 1.188
```



Name the least stable of them. version ii.



Version i
DFT (ωB97M-V with the def2-TZVPD basis set) results for a single C6H7NS molecule.

Results
Frontier orbital gap: 0.3238 Eh
Lowest unoccupied orbital energy: 0.035 hartree
Structure (SMILES): c1csc(N2CC2)c1
HOMO level: -7.87 eV

XYZ file:
```
15
C6H7NS | OMol25 | ωB97M-V with the def2-TZVPD basis set
C -1.008 0.212 -2.262
C 0.149 -0.053 -1.446
C -2.172 -0.078 -1.655
C -0.156 -0.392 -0.134
C 0.557 0.070 2.221
C 1.753 0.071 1.344
N 0.589 -0.658 0.987
S -1.931 -0.595 -0.011
H -0.901 0.619 -3.303
H 1.168 0.228 -1.687
H -3.265 -0.062 -1.999
H 0.659 -0.634 3.204
H -0.094 0.887 2.455
H 2.072 0.968 0.728
H 2.580 -0.583 1.558
```



Version ii
DFT (ωB97M-V with the def2-TZVPD basis set) results for a single C6H7NS molecule.

Results
Frontier orbital gap: 0.2699 Eh
Lowest unoccupied orbital energy: -0.027 hartree
Structure (SMILES): C/C=C1\C=CC(=S)N1
HOMO level: -8.09 eV

XYZ file:
```
15
C6H7NS | OMol25 | ωB97M-V with the def2-TZVPD basis set
C 0.099 -1.195 2.135
C 0.548 0.018 1.349
C 0.143 0.214 0.099
C -0.016 1.292 -1.974
C -0.843 0.102 -2.025
C -0.684 -0.571 -0.817
H -0.585 -1.802 1.563
H 0.984 -1.797 2.356
H -0.312 -0.938 3.116
H 1.183 0.754 1.838
H 1.195 1.978 -0.433
H -1.344 -0.295 -2.901
H -1.221 -1.449 -0.455
N 0.517 1.294 -0.700
S 0.336 2.396 -3.150
```



Version iii
DFT (ωB97M-V with the def2-TZVPD basis set) results for a single C6H7NS molecule.

Results
Frontier orbital gap: 0.3184 Eh
Lowest unoccupied orbital energy: 0.016 hartree
Structure (SMILES): C=C(C#CC)NC=S
HOMO level: -8.23 eV

XYZ file:
```
15
C6H7NS | OMol25 | ωB97M-V with the def2-TZVPD basis set
C -3.342 -0.898 0.128
C -2.097 -0.145 0.157
C -1.092 0.497 0.097
C 0.114 1.269 -0.006
C 0.230 2.433 -0.657
C 1.859 -0.383 0.553
H -3.144 -2.031 0.056
H -3.973 -0.593 0.954
H -3.899 -0.587 -0.807
H 1.187 2.920 -0.564
H -0.582 2.986 -1.187
H 1.727 1.459 1.228
H 2.751 -0.406 1.134
N 1.246 0.794 0.682
S 1.449 -1.622 -0.451
```



Name the least stable of them. version iii.



Version i
DFT (ωB97M-V with the def2-TZVPD basis set) results for a molecular structure, C30H35BrIrN3O4Se.

Results
Frontier orbital gap (spin up / spin down): 0.2224 / 0.1550 Eh
Lowest unoccupied orbital energy (spin up / spin down): -0.384 / -0.450 hartree
Net charge: +3
HOMO level (spin up / spin down): -16.49 / -16.46 eV
Multiplicity: 2

XYZ file:
```
75
C30H35BrIrN3O4Se | OMol25 | ωB97M-V with the def2-TZVPD basis set
Ir 0.046 -1.316 0.520
C -2.458 -7.103 3.423
O -2.170 -6.116 4.432
C -1.723 -4.936 4.099
C -1.489 -4.053 5.197
C -1.039 -2.804 4.967
C -0.792 -2.321 3.636
C -0.447 -0.993 3.447
C -0.242 -0.032 4.572
O -0.323 -0.446 2.262
C -0.986 -3.247 2.554
O -0.714 -2.963 1.286
C -1.468 -4.525 2.790
H -2.799 -7.976 3.967
H -1.553 -7.342 2.865
H -3.246 -6.741 2.764
H -1.697 -4.416 6.194
H -0.891 -2.135 5.802
H 0.524 -0.403 5.255
H -1.158 0.098 5.150
H 0.062 0.935 4.181
H -1.618 -5.183 1.948
O -0.164 -2.658 -2.203
C -0.087 -2.145 -1.207
Br 6.303 -3.378 1.325
C 4.571 -2.788 1.046
C 4.179 -1.512 1.452
C 2.887 -1.105 1.229
N 1.981 -1.899 0.618
C 2.350 -3.141 0.239
C 3.627 -3.609 0.433
H 4.872 -0.841 1.941
H 2.555 -0.129 1.554
H 1.597 -3.768 -0.215
H 3.880 -4.609 0.110
C 3.252 1.463 -2.570
C 2.263 2.187 -3.478
C 1.408 1.248 -4.326
C 0.480 0.350 -3.512
N -0.550 1.138 -2.813
C -0.564 1.521 -1.526
Se 0.636 0.983 -0.170
N -1.549 2.405 -1.312
C -1.863 3.150 -0.073
C -1.435 4.609 -0.187
C 0.077 4.811 -0.228
C 0.767 4.517 1.100
C -2.236 2.572 -2.501
C -3.362 3.337 -2.814
C -3.789 3.278 -4.118
C -3.132 2.485 -5.089
C -2.028 1.726 -4.785
C -1.595 1.778 -3.457
H 3.975 2.156 -2.142
H 3.804 0.698 -3.120
H 2.767 0.956 -1.722
H 2.823 2.835 -4.153
H 1.623 2.863 -2.898
H 2.052 0.596 -4.921
H 0.810 1.821 -5.036
H 1.043 -0.201 -2.758
H -0.042 -0.368 -4.143
H -1.367 2.645 0.757
H -2.938 3.051 0.079
H -1.854 5.137 0.673
H -1.903 5.046 -1.072
H 0.273 5.849 -0.501
H 0.515 4.215 -1.040
H 0.323 5.109 1.901
H 1.826 4.770 1.055
H 0.695 3.466 1.395
H -3.869 3.947 -2.080
H -4.652 3.855 -4.419
H -3.518 2.477 -6.099
H -1.536 1.120 -5.532
```



Version ii
DFT (ωB97M-V with the def2-TZVPD basis set) results for a molecular structure, C30H35BrIrN3O4Se.

Results
Frontier orbital gap (spin up / spin down): 0.2169 / 0.1917 Eh
Lowest unoccupied orbital energy (spin up / spin down): -0.399 / -0.423 hartree
Net charge: +3
HOMO level (spin up / spin down): -16.76 / -16.74 eV
Multiplicity: 2

XYZ file:
```
75
C30H35BrIrN3O4Se | OMol25 | ωB97M-V with the def2-TZVPD basis set
Ir -1.371 0.502 -0.679
C -2.737 7.350 -0.003
O -3.642 6.595 0.803
C -3.559 5.296 0.906
C -4.590 4.677 1.668
C -4.643 3.308 1.808
C -3.678 2.471 1.247
C -3.697 1.029 1.433
C -4.637 0.383 2.399
O -2.917 0.263 0.827
C -2.606 3.091 0.489
O -1.630 2.428 -0.016
C -2.587 4.493 0.328
H -3.075 8.379 0.053
H -2.765 7.014 -1.042
H -1.716 7.282 0.376
H -5.339 5.316 2.117
H -5.480 2.890 2.347
H -5.163 1.070 3.048
H -4.073 -0.324 3.010
H -5.368 -0.213 1.846
H -1.758 4.914 -0.224
O 0.170 0.994 -3.156
C 0.041 0.625 -2.105
Br -4.549 -4.099 -4.603
C -3.660 -2.838 -3.533
C -3.161 -1.663 -4.089
C -2.510 -0.766 -3.273
N -2.325 -0.987 -1.961
C -2.819 -2.114 -1.421
C -3.485 -3.060 -2.167
H -3.273 -1.448 -5.143
H -2.124 0.151 -3.694
H -2.677 -2.253 -0.357
H -3.859 -3.957 -1.695
C 0.776 -3.946 2.528
C 1.938 -4.187 1.574
C 1.545 -4.346 0.105
C 0.863 -3.132 -0.551
N 1.743 -1.965 -0.620
C 1.702 -0.835 0.122
Se 0.310 -0.350 1.287
N 2.723 -0.026 -0.225
C 3.061 1.282 0.333
C 4.335 1.236 1.189
C 4.220 0.411 2.469
C 3.149 0.892 3.439
C 3.421 -0.627 -1.252
C 4.506 -0.192 -2.013
C 4.945 -1.036 -3.008
C 4.325 -2.276 -3.255
C 3.246 -2.707 -2.515
C 2.801 -1.861 -1.502
H 1.112 -4.021 3.561
H -0.025 -4.669 2.366
H 0.350 -2.949 2.413
H 2.427 -5.116 1.876
H 2.695 -3.403 1.688
H 0.852 -5.185 0.012
H 2.438 -4.594 -0.470
H -0.040 -2.856 -0.009
H 0.590 -3.393 -1.575
H 2.219 1.639 0.924
H 3.215 1.968 -0.502
H 4.575 2.270 1.443
H 5.158 0.847 0.587
H 5.186 0.472 2.975
H 4.074 -0.650 2.237
H 3.223 1.967 3.604
H 3.248 0.385 4.398
H 2.139 0.678 3.077
H 4.975 0.767 -1.846
H 5.782 -0.736 -3.623
H 4.697 -2.899 -4.056
H 2.763 -3.651 -2.724
```



Name the least stable of them. version ii.